A) C5H33NO11 | ωB97M-V with the def2-TZVPD basis set

Net charge = 0
Orbital gap = 0.3320 Ha
SMILES = CN[C@H](C)CCO.O.O.O.O.O.O.O.O.O.O

Structure (XYZ):
```
50
Properties=species:S:1:pos:R:3:lowdin_charge:R:1
C 0.1966 4.1297 1.2132 -0.14
N 0.1788 2.7168 1.0018 -0.13
C -0.3232 2.1391 -0.2770 -0.38
C 0.2152 2.7329 -1.5583 -0.14
C -0.8040 3.0065 -2.7300 -0.18
O -1.2055 1.6919 -3.1922 -0.08
C -0.3088 0.6032 -0.0782 -0.03
H 0.5949 4.1955 2.2301 0.08
H 0.7247 4.7195 0.4343 0.07
H -0.8660 4.5369 1.3992 0.11
H 1.0981 2.3139 1.1464 0.07
H -1.3988 2.5189 -0.1122 0.15
H 0.7196 3.6736 -1.2570 0.10
H 1.0513 2.0288 -1.7174 0.10
H -1.6963 3.4136 -2.2400 0.12
H -0.4052 3.6349 -3.5186 0.11
H -0.5464 1.4317 -3.8339 0.07
H -1.2563 0.2604 0.3972 0.10
H 0.6446 0.2339 0.3391 0.06
H -0.2368 0.0830 -1.0000 0.01
H -2.4044 -3.8589 -0.8817 0.08
H -1.3373 -4.0084 0.2281 0.07
O -2.0753 -3.4682 -0.0636 -0.03
H 2.1642 -0.1829 2.7984 0.03
H 2.6197 0.1708 1.4546 -0.04
O 2.7397 -0.5642 2.0763 -0.10
H -4.2255 -1.7784 1.7664 0.04
H -2.9897 -2.7468 1.1200 -0.01
O -3.2870 -1.9775 1.6523 -0.10
H 2.2566 -2.8829 -0.8144 0.00
H 2.5415 -4.0133 0.1820 0.04
O 2.2712 -3.8513 -0.7481 -0.07
H 0.4648 -3.2348 2.8888 0.03
H 2.0237 -3.3424 2.9120 0.03
O 1.2223 -3.6998 2.5378 -0.05
H -0.7031 -0.8377 -2.4551 0.03
H -0.1265 -1.7388 -1.3508 0.03
O -0.6044 -1.7697 -2.1951 -0.09
H 1.6232 -0.7164 -2.9382 0.05
H 1.2723 -2.1180 -2.5602 0.05
O 1.7167 -1.3308 -2.2081 -0.08
H 2.6690 0.6019 -0.6142 0.05
H 3.7362 1.5196 0.2945 0.08
O 2.8377 1.3454 -0.0182 -0.05
H -3.2467 1.1027 0.0166 0.01
H -3.5644 -0.3905 0.2935 0.01
O -3.7107 0.5059 0.6055 -0.06
H 0.3463 0.3137 2.3081 0.02
H 0.1087 1.4578 3.2559 0.06
O 0.4246 0.5247 3.2735 -0.08
```



B) C5H33NO11 | ωB97M-V with the def2-TZVPD basis set

Net charge = 0
Orbital gap = 0.3375 Ha
SMILES = CCCNCCO.O.O.O.O.O.O.O.O.O.O

Structure (XYZ):
```
50
Properties=species:S:1:pos:R:3:lowdin_charge:R:1
C -2.6275 0.0840 -0.8066 -0.22
C -3.2901 -0.9064 -1.7616 -0.11
C -1.7053 -0.5858 0.2236 -0.22
N -0.2719 -0.4241 -0.1181 -0.09
C 0.5937 -0.8298 1.0082 -0.17
C 2.0239 -0.2768 0.8489 -0.22
O 2.5185 0.3152 2.0632 -0.07
H -3.4387 0.5330 -0.2494 0.10
H -2.0685 0.8799 -1.2901 0.09
H -2.7349 -1.1749 -2.6656 0.06
H -3.5246 -1.8531 -1.2647 0.08
H -4.2629 -0.5451 -2.0923 0.07
H -1.8643 -0.1411 1.2151 0.09
H -1.8963 -1.6583 0.3296 0.10
H -0.1076 0.5665 -0.2805 0.08
H 0.2980 -0.5594 2.0283 0.10
H 0.6384 -1.9183 0.9306 0.10
H 2.7256 -1.0730 0.6069 0.12
H 2.0145 0.4817 0.0837 0.06
H 2.7260 1.2347 1.8565 0.08
H 2.1944 0.6857 -3.4646 -0.02
H 1.6432 0.8980 -4.9054 0.03
O 2.1222 1.3270 -4.1935 -0.08
H 3.0066 1.2373 -1.4278 0.03
H 2.6523 2.5298 -2.2509 0.05
O 2.7346 2.1642 -1.3604 -0.06
H -0.2468 3.0839 -0.1653 0.02
H 1.2656 2.7333 -0.3445 0.04
O 0.4654 2.5367 0.1952 -0.07
H -1.2679 -2.1740 2.8537 0.03
H -1.9015 -3.4078 3.3632 0.06
O -1.3950 -3.1002 2.5960 -0.05
H 1.0062 2.2313 3.1451 0.04
H 0.0940 2.8634 2.0759 0.02
O 0.2191 2.7802 3.0416 -0.06
H -1.7040 4.2171 -1.9717 0.06
H -2.8411 3.6636 -1.1535 0.06
O -1.9017 3.5288 -1.3238 -0.04
H 2.3631 -1.3260 -1.9762 0.08
H 0.9231 -0.8362 -2.0635 0.04
O 1.8428 -0.5219 -2.1173 -0.06
H -0.9679 1.3696 3.3206 0.00
H -2.3629 0.7423 3.7456 0.04
O -1.4481 0.5429 3.5275 -0.08
H -0.4552 -4.2808 1.1011 -0.01
H 0.0587 -4.0294 -0.3715 -0.02
O 0.1656 -4.5796 0.4217 -0.08
H -1.1089 -2.5989 -2.1456 0.04
H -0.1658 -2.1933 -1.0222 0.00
O -0.2160 -2.7594 -1.8189 -0.06
```



B) (59.9 kcal/mol below the next structure)



A) C3H3OP | ωB97M-V with the def2-TZVPD basis set

Net charge = 0
Orbital gap = 0.3571 Ha
SMILES = O=CC#CP

Structure (XYZ):
```
8
Properties=species:S:1:pos:R:3:lowdin_charge:R:1
C -0.4974 0.3120 -0.4881 -0.03
C 0.6113 -0.0857 -0.0973 -0.45
C -1.9745 0.5627 -0.3039 -0.29
O -2.4658 0.2226 0.7436 0.06
P 2.3189 -0.2449 -0.1012 0.77
H -2.4386 1.1973 -1.1378 0.13
H 2.1954 -1.6316 0.0779 -0.10
H 2.2506 -0.3323 1.3069 -0.09
```



B) C3H3OP | ωB97M-V with the def2-TZVPD basis set

Net charge = 0
Orbital gap (spin up / spin down) = 0.2062 / 0.2059 Ha

Structure (XYZ):
```
8
Properties=species:S:1:pos:R:3:lowdin_charge:R:1
C -1.6615 -0.3205 -0.5240 0.01
C -0.4120 -0.5826 -0.2068 0.07
C -0.8799 0.8254 -0.1532 -0.71
O 2.2932 0.9631 0.2734 -0.37
P -0.5731 2.3096 0.3594 0.99
H -2.6034 -0.5972 -0.9762 0.12
H 0.4129 -1.1334 0.0531 0.09
H 3.1443 1.2082 0.2692 -0.20
```



C) C3H3OP | ωB97M-V with the def2-TZVPD basis set

Net charge = 0
Orbital gap (spin up / spin down) = 0.2630 / 0.2621 Ha

Structure (XYZ):
```
8
Properties=species:S:1:pos:R:3:lowdin_charge:R:1
C -0.6683 0.2627 0.3556 -0.15
C -1.6420 -0.6296 0.0799 -0.20
C 0.8227 0.2375 -0.1837 -0.47
O -2.6053 -1.2412 -0.1636 0.17
P 2.8164 -0.6459 0.0445 0.53
H -1.0182 0.7722 1.2501 0.09
H 1.3796 1.2707 -0.1071 0.03
H 0.9151 -0.0264 -1.2757 0.00
```



A) (42.2 kcal/mol below the next structure)



A) C5H8O | ωB97M-V with the def2-TZVPD basis set

Net charge = 0
Orbital gap (spin up / spin down) = 0.2389 / 0.3062 Ha

Structure (XYZ):
```
14
Properties=species:S:1:pos:R:3:lowdin_charge:R:1
O -2.3044 1.2743 -0.3409 0.01
C -1.1476 0.6397 -0.5599 -0.23
C 0.0964 1.1108 0.0363 -0.23
C 1.2986 0.2577 0.0881 -0.10
C 1.2390 -1.1213 0.2324 -0.20
C 0.1540 -1.9676 0.1219 0.02
H -2.1367 2.1093 0.1251 0.11
H -1.2469 -0.1670 -1.2688 0.10
H -0.1829 1.2849 1.0955 0.14
H 0.3417 2.1129 -0.3571 0.12
H 2.2519 0.7718 0.1477 0.10
H 2.1761 -1.5919 0.5396 0.09
H -0.7709 -1.7384 -0.3822 0.02
H 0.2317 -2.9751 0.5225 0.05
```



B) C5H8O | ωB97M-V with the def2-TZVPD basis set

Net charge = 0
Orbital gap = 0.3970 Ha
SMILES = C[C@H]1C[C@H]1C=O

Structure (XYZ):
```
14
Properties=species:S:1:pos:R:3:lowdin_charge:R:1
C 0.7068 1.4869 -0.0549 -0.06
C 0.7848 0.0068 -0.3867 -0.29
C 0.6337 -1.1921 0.4975 -0.07
C -0.4936 -0.8079 -0.4364 -0.21
C -1.7074 -0.2610 0.2165 -0.26
O -2.8246 -0.3416 -0.2371 0.05
H -0.0963 1.7647 0.6340 0.07
H 1.6438 1.9043 0.3285 0.08
H 0.4776 1.9703 -1.0119 0.09
H 1.4551 -0.1674 -1.2262 0.13
H 0.4771 -1.0799 1.5685 0.11
H 1.1647 -2.1022 0.2246 0.11
H -0.6908 -1.4022 -1.3223 0.14
H -1.5309 0.2215 1.2060 0.13
```



C) C5H8O | ωB97M-V with the def2-TZVPD basis set

Net charge = 0
Orbital gap = 0.3764 Ha
SMILES = C1=CCOCC1

Structure (XYZ):
```
14
Properties=species:S:1:pos:R:3:lowdin_charge:R:1
C -0.9948 -1.0173 -0.3385 -0.18
C -1.2853 0.4676 -0.0254 -0.17
C -0.0559 1.2962 0.2658 -0.11
C 1.1767 0.7974 0.3028 -0.09
C 1.4690 -0.6502 0.0272 -0.22
O 0.3649 -1.4806 -0.2706 -0.14
H -1.5545 -1.6584 0.3539 0.11
H -1.3536 -1.2565 -1.3483 0.11
H -1.8231 0.9412 -0.8622 0.11
H -1.9589 0.5536 0.8415 0.11
H -0.2747 2.3471 0.4549 0.10
H 2.0670 1.3954 0.5292 0.11
H 2.0009 -1.0595 0.9062 0.12
H 2.1920 -0.6877 -0.8097 0.12
```



B) (3.7 kcal/mol below the next structure)